Entry 1:
DFT (the ωB97M-V functional and the def2-TZVPD basis) results for a cluster of 8 separate species, C36H46BrF30NO16S in total at a distorted geometry.

Structure (XYZ):
```
131
Properties=species:S:1:pos:R:3
O 0.10276 -5.17139 -1.21255
C -0.54674 -4.64112 -2.07701
N -0.17942 -4.62347 -3.43221
C 1.03033 -3.80161 -3.66351
C 1.53243 -3.89329 -5.10082
C 2.00302 -5.25392 -5.60488
F 2.03558 -5.14448 -6.97888
F 1.14874 -6.25566 -5.34439
C 3.48626 -5.64199 -5.22989
F 4.04773 -6.25708 -6.26862
F 4.17914 -4.52309 -5.01296
S 3.72280 -6.82211 -3.74792
F 5.10691 -7.32860 -4.34468
F 2.95640 -7.94513 -4.55701
F 2.37122 -6.31820 -3.09756
F 4.51758 -5.71936 -2.91564
F 3.89616 -7.82969 -2.54389
O -1.70339 -3.96980 -1.87077
C -2.55605 -4.44817 -0.81176
C -2.12202 -3.97049 0.58028
C -2.31292 -4.97532 1.70543
Br -1.53339 -6.72152 1.38457
H -0.94495 -4.16632 -3.91989
H 1.78914 -4.03057 -2.91636
H 0.77147 -2.74645 -3.49781
H 2.29732 -3.14272 -5.28374
H 0.69275 -3.65750 -5.75109
H -3.52619 -4.01030 -1.05444
H -2.66895 -5.53140 -0.85851
H -1.09859 -3.59687 0.53418
H -2.74599 -3.11445 0.85074
H -3.36527 -5.12126 1.94878
H -1.81889 -4.60631 2.60380
C 2.95142 1.80261 -9.63403
C 2.78775 0.30240 -9.72542
O 2.21443 -0.23630 -8.51077
C 0.90162 -0.15743 -8.40038
O 0.12454 0.31339 -9.17532
C 0.46299 -0.83533 -7.08716
F 1.24645 -0.48351 -6.05902
F 0.54142 -2.17071 -7.22016
F -0.78890 -0.52101 -6.77826
H 3.54275 2.06960 -8.75765
H 3.45586 2.17379 -10.52508
H 1.98501 2.29921 -9.55157
H 3.75171 -0.18966 -9.82478
H 2.17618 0.01195 -10.57768
C -2.61888 2.32711 -1.08569
C -2.66761 2.57721 0.40469
O -3.54802 1.63838 1.06318
C -3.03491 0.45311 1.33516
O -1.93012 0.06127 1.10140
C -4.08241 -0.40412 2.07363
F -5.28329 -0.32644 1.49791
F -4.19380 0.00338 3.34239
F -3.70555 -1.68409 2.07939
H -3.62282 2.35261 -1.50963
H -2.01452 3.09287 -1.57023
H -2.18347 1.35297 -1.30615
H -3.08880 3.55521 0.62413
H -1.67856 2.52390 0.85700
C -0.84295 -1.08917 5.84447
C -1.95064 -0.63953 6.77152
O -1.45710 0.30436 7.74891
C -1.35887 1.55600 7.34338
O -1.63059 1.99989 6.26625
C -0.86716 2.44476 8.50388
F 0.14615 1.88810 9.16556
F -1.86842 2.65300 9.37091
F -0.46764 3.62342 8.02943
H -0.01120 -1.49796 6.41869
H -1.20833 -1.85678 5.16311
H -0.46386 -0.25565 5.25360
H -2.33686 -1.47501 7.35020
H -2.78236 -0.19813 6.22395
C -3.72078 5.33560 7.96663
C -2.57786 5.90734 7.15848
O -3.06795 6.82968 6.15659
C -3.32519 8.05588 6.56483
O -3.19806 8.49685 7.67102
C -3.79422 8.91564 5.37172
F -4.68627 8.26180 4.62355
F -2.74345 9.22369 4.60149
F -4.34718 10.04285 5.80330
H -4.45591 4.87213 7.30809
H -3.34820 4.58560 8.66122
H -4.22539 6.11457 8.53783
H -2.06703 5.12765 6.59957
H -1.84432 6.40622 7.79005
C 4.15734 -5.97608 2.62733
C 3.26380 -4.83164 3.04877
O 1.99642 -5.31507 3.54109
C 1.96547 -5.71559 4.80045
O 2.86132 -5.71377 5.59126
C 0.53335 -6.17314 5.14320
F 0.03462 -6.93482 4.17274
F -0.26119 -5.09694 5.29595
F 0.51088 -6.85932 6.28036
H 3.65043 -6.60207 1.89289
H 5.07392 -5.58806 2.18442
H 4.42281 -6.60047 3.47988
H 3.01091 -4.20266 2.19837
H 3.73456 -4.20774 3.80766
C -2.62285 10.27541 11.12867
C -1.87466 10.41347 9.82112
O -1.47737 11.78603 9.59498
C -0.37743 12.18333 10.20860
O 0.32945 11.54063 10.92732
C -0.07501 13.64850 9.82822
F -1.17662 14.40300 9.87657
F 0.41294 13.69942 8.58125
F 0.82733 14.16710 10.65363
H -3.47852 10.95083 11.14936
H -2.98000 9.25255 11.24356
H -1.98384 10.51661 11.97804
H -2.51577 10.15106 8.98729
H -0.99805 9.76758 9.79201
C 2.67712 -5.06084 -12.81156
C 3.87261 -4.50851 -13.55448
O 3.50867 -3.35778 -14.34983
C 3.44502 -2.20484 -13.70959
O 3.65656 -2.00553 -12.54946
C 3.08562 -1.07694 -14.70003
F 2.09198 -1.44013 -15.51278
F 4.15500 -0.77728 -15.44728
F 2.71452 0.01514 -14.03853
H 1.87004 -5.29204 -13.50685
H 2.95659 -5.97155 -12.28346
H 2.30085 -4.34259 -12.08400
H 4.25658 -5.23166 -14.26995
H 4.68083 -4.23913 -12.87628
```

**Structure (SMILES)**: O=C(NCCC(F)(F)C(F)(F)S(F)(F)(F)(F)F)OCCCBr.CCOC(=O)C(F)(F)F.CCOC(=O)C(F)(F)F.CCOC(=O)C(F)(F)F.CCOC(=O)C(F)(F)F.CCOC(=O)C(F)(F)F.CCOC(=O)C(F)(F)F.CCOC(=O)C(F)(F)F
**HOMO level**: -9.8 eV
**Net charge**: 0
**Energy relative to the best compared isomer or geometry (same formula, charge and spin)**: 0.0 kJ/mol
**Kohn-Sham gap**: 10.01 eV
**F_max**: 1.18 eV/Å

***

Entry 2:
DFT (the ωB97M-V functional and the def2-TZVPD basis) results for a structure of composition C36H46IrNO4P2S3 at a distorted geometry.

Structure (XYZ):
```
93
Properties=species:S:1:pos:R:3
Ir -0.29350 0.32790 -0.91860
C -2.54260 -3.78170 0.75620
C -2.47300 -2.55560 -0.14820
C -3.49820 -2.58890 -1.27300
P -0.76590 -2.17470 -0.83620
C -0.21200 -3.46330 -2.06810
C -0.55700 -4.91700 -1.74090
C -0.73590 -3.13240 -3.46660
C 0.24450 -2.36670 0.66420
C 1.21130 -3.33060 0.88510
C 1.89830 -3.37740 2.09010
C 1.64430 -2.43340 3.07890
C 0.70730 -1.44450 2.87760
C -0.00250 -1.37740 1.66250
N -0.82180 -0.35570 1.32850
C -1.60380 0.37080 2.15870
C -2.03980 -0.08330 3.42170
C -2.90210 0.67190 4.18590
C -3.41500 1.86750 3.70040
C -3.03420 2.31640 2.44550
C -2.12570 1.60290 1.68420
P -1.56690 2.15390 0.04240
C -0.51810 3.66160 0.35610
C 0.64070 3.24170 1.25450
C -1.27390 4.85430 0.93030
C -3.11500 2.68810 -0.82740
C -3.94710 1.43040 -1.06450
C -2.73810 3.36870 -2.13630
H -3.52350 -3.80920 1.22750
H -1.78830 -3.73310 1.53870
H -2.41120 -4.71100 0.21300
H -2.68280 -1.67440 0.46850
H -3.46770 -3.53190 -1.80930
H -3.31800 -1.78190 -1.98070
H -4.50050 -2.46950 -0.86940
H 0.87840 -3.33160 -2.07260
H -1.61650 -5.11570 -1.88850
H -0.28250 -5.19960 -0.72780
H -0.01730 -5.55460 -2.44140
H -1.80620 -3.31340 -3.53200
H -0.23860 -3.76450 -4.20220
H -0.55010 -2.09570 -3.73340
H 1.42410 -4.06920 0.12790
H 2.63210 -4.14900 2.25750
H 2.20670 -2.46030 3.99990
H 0.54190 -0.68400 3.62630
H -1.70820 -1.04780 3.77090
H -3.18500 0.31960 5.16650
H -4.11100 2.43680 4.29330
H -3.46010 3.22490 2.05120
H -0.11280 3.91500 -0.63130
H 0.29320 3.05300 2.26810
H 1.38680 4.03130 1.28540
H 1.10370 2.33330 0.87170
H -1.63170 4.64530 1.93640
H -2.11480 5.13640 0.30150
H -0.59920 5.70680 0.98410
H -3.66070 3.37960 -0.17700
H -3.40840 0.74990 -1.72340
H -4.89350 1.68260 -1.53480
H -4.15650 0.91320 -0.12840
H -2.21430 2.66490 -2.78110
H -2.09570 4.22970 -1.96880
H -3.63090 3.70970 -2.65460
O 1.24330 -0.82910 -2.42690
S 0.55020 0.07960 -3.36760
O 1.02240 0.01680 -4.70810
O -0.91140 -0.01520 -3.18980
S 0.90520 1.95780 -2.57860
O 1.79980 0.22710 0.09120
S 2.76500 -0.74220 -0.52500
C 3.88190 -1.05210 0.86920
C 4.60240 -2.23330 0.89250
C 5.46080 -2.47540 1.95220
C 5.58440 -1.54170 2.96950
C 4.86540 -0.35720 2.92640
C 4.00740 -0.10860 1.87000
C 3.96970 0.31600 -1.34560
C 5.06210 -0.25770 -1.97250
C 6.00320 0.56070 -2.57200
C 5.83480 1.93870 -2.56490
C 4.73010 2.50040 -1.94780
C 3.79920 1.68870 -1.32000
H 4.49010 -2.95880 0.09920
H 6.03040 -3.39190 1.98820
H 6.24210 -1.74080 3.80210
H 4.97400 0.37530 3.71180
H 3.42630 0.79950 1.81550
H 5.18500 -1.33060 -1.98060
H 6.86830 0.12320 -3.04580
H 6.56590 2.56990 -3.04620
H 4.59090 3.57080 -1.94830
H 2.95030 2.11520 -0.80710
```

**Spin multiplicity**: 2
**HOMO level (alpha / beta)**: -10.0 / -10.0 eV
**<S²>**: 0.768
**Net charge**: +1
**Energy relative to the best compared isomer or geometry (same formula, charge and spin)**: 351.2 kJ/mol
**Kohn-Sham gap (alpha / beta)**: 4.94 / 5.10 eV
**F_max**: 3.28 eV/Å

***

Entry 3:
DFT (the ωB97M-V functional and the def2-TZVPD basis) results for a structure of composition C36H47AsCaN6P.

Structure (XYZ):
```
92
Properties=species:S:1:pos:R:3
Ca 0.59534 0.07248 -1.03739
C 3.97338 -2.94300 0.34560
C 3.05653 -2.12144 -0.50497
N 2.94069 -0.85801 -0.48687
C 3.73284 0.02487 0.35088
C 3.69857 1.41516 -0.29062
N 2.31521 1.85255 -0.47836
C 2.06051 2.77440 -1.58953
C 2.27195 2.13344 -2.97455
N 1.88625 0.71866 -3.00632
C 1.71271 0.11209 -4.32484
C 0.26602 0.07288 -4.78561
N -0.76354 -0.72116 -4.14898
C -0.69626 -1.80164 -3.50279
C -1.96763 -2.40498 -2.98891
C 0.52370 -2.58522 -3.07496
C 0.87150 -3.77803 -3.70713
C 1.93163 -4.50671 -3.20618
C 2.62772 -4.01913 -2.10438
C 2.23417 -2.81015 -1.55986
N 1.17764 -2.12550 -2.01882
H 4.91056 -3.13776 -0.17957
H 3.52473 -3.90480 0.58717
H 4.21044 -2.42665 1.27290
H 3.29852 0.05647 1.35987
H 4.76893 -0.32071 0.44398
H 4.17807 1.36098 -1.27330
H 4.27487 2.13564 0.30529
H 1.96655 2.26057 0.38363
H 2.66912 3.68964 -1.53134
H 1.01561 3.08614 -1.48648
H 3.31355 2.25060 -3.30602
H 1.65507 2.67817 -3.69519
H 2.61467 0.19480 -2.53928
H 2.14939 -0.89194 -4.29037
H 2.28370 0.66566 -5.08344
H 0.24796 -0.22144 -5.84201
H -0.12549 1.09773 -4.77289
H -2.00408 -2.30182 -1.90076
H -2.00602 -3.47368 -3.20653
H -2.82651 -1.90395 -3.42941
H 0.31112 -4.12113 -4.56302
H 2.22601 -5.43690 -3.66938
H 3.47095 -4.55736 -1.70017
C -2.25191 3.27066 -0.68548
As -1.92804 1.74749 -1.86375
C -3.51094 0.70671 -1.41061
C -2.54063 2.55580 -3.53219
H -3.20052 3.73654 -0.95765
H -1.45487 4.01022 -0.77059
H -2.30784 2.91829 0.34330
H -4.31361 1.38228 -1.11245
H -3.26379 0.03535 -0.58981
H -3.82418 0.13972 -2.28677
H -3.55966 2.92925 -3.42177
H -2.51557 1.80588 -4.32386
H -1.88770 3.38504 -3.80639
N -0.69916 -0.02546 0.66139
P -1.03915 0.07822 2.15639
C -0.45304 -1.32472 3.17148
C 0.79093 -1.87592 2.87520
C 1.29823 -2.92504 3.61814
C 0.56032 -3.45196 4.67111
C -0.68034 -2.91906 4.97162
C -1.18161 -1.86018 4.22687
C -0.27320 1.52079 2.98024
C 0.20845 2.55395 2.18708
C 0.81898 3.66520 2.74768
C 0.95667 3.75408 4.12498
C 0.47746 2.73252 4.93069
C -0.13147 1.62393 4.36273
C -2.80649 0.19550 2.56173
C -3.38626 1.34255 3.09099
C -4.76418 1.43062 3.24605
C -5.57200 0.36875 2.88007
C -5.00189 -0.78538 2.35621
C -3.63218 -0.86649 2.19443
H 1.35333 -1.48614 2.03011
H 2.26773 -3.34076 3.38225
H 0.95157 -4.27697 5.24752
H -1.26369 -3.32547 5.78434
H -2.15424 -1.45456 4.47541
H 0.07833 2.47718 1.11316
H 1.17561 4.46683 2.11453
H 1.43268 4.61580 4.56928
H 0.57946 2.79862 6.00334
H -0.48945 0.83043 5.00477
H -2.76719 2.17950 3.38690
H -5.20152 2.32952 3.65599
H -6.64338 0.43539 3.00209
H -5.62903 -1.61962 2.07393
H -3.19768 -1.76471 1.77023
```

**HOMO level**: -9.7 eV
**Net charge**: +1
**Energy relative to the best compared isomer or geometry (same formula, charge and spin)**: 0.0 kJ/mol
**Kohn-Sham gap**: 6.76 eV
**F_max**: 0.41 eV/Å

***

Entry 4:
DFT (the ωB97M-V functional and the def2-TZVPD basis) results for a structure of composition C36H47Br49ClN2O2 at a distorted geometry.

Structure (XYZ):
```
137
Properties=species:S:1:pos:R:3
C 2.73963 4.77570 3.53289
C 2.70691 4.61285 1.94518
C 1.76478 3.42939 1.51233
C 2.46158 1.98715 1.63834
C 3.81166 1.90658 0.84182
C 1.37824 0.94489 1.22007
C 0.50833 0.39360 2.30037
C -0.57449 -0.56186 2.01210
C -1.44003 -1.02995 3.21745
C -0.96771 -2.38525 3.89943
C -0.02108 -3.29489 3.02329
C 1.49457 -3.08378 3.41882
O 1.78166 -3.24984 4.57373
O 2.45689 -2.76086 2.45738
N -0.79448 -0.96640 0.69282
C -1.92198 -1.89506 0.43152
C -3.25946 -1.04346 0.25998
C -4.46745 -1.63757 1.11799
Br -3.78054 -1.03298 -1.66409
C -0.01261 -0.48644 -0.35600
Cl -0.33256 -0.98445 -2.04695
C 1.09271 0.46954 -0.15844
N 1.85108 0.94285 -1.29520
C 2.64522 0.02263 -1.77854
C 2.57489 -0.25191 -3.33302
C 3.63188 -0.87264 -0.96881
H 1.66490 4.94941 3.83103
H 3.17293 3.88535 4.05341
H 3.27851 5.73734 3.74640
H 2.22023 5.56455 1.57164
H 3.72609 4.58873 1.48545
H 1.46010 3.50801 0.42657
H 0.82352 3.37343 2.13620
H 2.71034 1.78510 2.72310
H 3.67617 2.26868 -0.21555
H 4.50912 2.65787 1.32168
H 4.33453 0.92176 0.90854
H 0.69498 0.76874 3.33461
H -1.39740 -0.21478 3.98832
H -2.50495 -1.12150 2.88365
H -1.90534 -2.98786 4.09181
H -0.51872 -2.18829 4.91433
H -0.24816 -4.36398 3.31427
H -0.18840 -3.23734 1.91929
H 2.97789 -3.55807 2.24784
H -2.08468 -2.62776 1.27270
H -1.80321 -2.50897 -0.49411
H -3.13760 0.02183 0.58835
H -4.96447 -0.84305 1.73288
H -5.27125 -2.05524 0.44473
H -4.12309 -2.44329 1.81876
H 2.24489 -1.32750 -3.41951
H 3.57473 -0.12564 -3.84246
H 1.78424 0.41655 -3.75081
H 3.38179 -0.86917 0.13267
H 4.64499 -0.38312 -1.04394
H 3.68302 -1.91581 -1.36924
C -0.21590 3.37436 6.56252
Br 1.32050 2.55232 7.39953
Br 0.11709 5.22346 6.11740
Br -0.82382 2.36286 5.02504
H -1.02140 3.36219 7.29010
C 2.00758 3.36289 -5.84597
Br 3.20077 2.06012 -6.63570
Br 0.18768 3.13580 -6.45985
Br 2.12093 3.36258 -3.91447
H 2.33913 4.33914 -6.18301
C 2.61215 8.12099 6.98422
Br 1.41326 8.79695 5.62173
Br 4.44248 8.06459 6.36317
Br 2.44254 9.10268 8.64117
H 2.31529 7.09692 7.18953
C 5.47579 2.37912 9.18960
Br 4.23960 1.17673 8.30950
Br 7.30989 1.81457 8.95851
Br 5.21019 4.21247 8.63039
H 5.26000 2.33523 10.25225
C 6.69892 10.50148 3.24749
Br 5.52077 9.12625 2.56621
Br 5.71975 11.88898 4.17211
Br 8.10492 9.75779 4.34834
H 7.17640 10.96505 2.39043
C 2.83080 7.76667 -5.61440
Br 4.02580 6.47034 -6.41195
Br 1.01258 7.53302 -6.23033
Br 2.94418 7.75222 -3.68379
H 3.15757 8.74703 -5.94599
C -5.48668 -5.81833 0.93685
Br -7.34496 -5.36350 0.67276
Br -4.38864 -5.22589 -0.54243
Br -4.82022 -5.17204 2.63735
H -5.42407 -6.90174 0.96394
C -0.55294 -7.47522 -1.38238
Br -1.21971 -6.21242 -2.68701
Br -0.07017 -6.60316 0.27919
Br -1.79157 -8.92995 -1.09570
H 0.35576 -7.90554 -1.79116
C 6.66014 1.67294 -3.38616
Br 5.89150 -0.03745 -3.87582
Br 6.23426 3.04347 -4.67714
Br 6.16587 2.19961 -1.59314
H 7.73828 1.54858 -3.39487
C 4.57329 -0.08263 -9.75843
Br 4.56281 -2.00923 -9.61090
Br 6.23192 0.68220 -9.11896
Br 4.15606 0.50224 -11.55301
H 3.78393 0.28831 -9.11213
C -8.73052 -6.01535 -3.33662
Br -10.40680 -6.09137 -2.37323
Br -7.72641 -4.42034 -2.90807
Br -7.67680 -7.61556 -3.06850
H -8.97251 -5.96646 -4.39337
C -6.45861 1.60970 2.48646
Br -4.64309 1.52817 3.15745
Br -7.52356 2.89979 3.45363
Br -6.49788 1.92399 0.57942
H -6.90572 0.63531 2.65821
C -1.31420 -13.08719 -0.98470
Br -3.17314 -12.62758 -1.26408
Br -0.20342 -12.51323 -2.46097
Br -0.65789 -12.42333 0.70972
H -1.25694 -14.17016 -0.94583
C -6.49942 5.88115 -1.33460
Br -5.20349 4.60387 -1.99482
Br -8.25602 5.56958 -2.08030
Br -6.53737 5.93049 0.59925
H -6.17939 6.86171 -1.67163
C -10.19338 -10.26016 -1.41408
Br -8.89138 -11.52481 -2.08567
Br -11.96531 -10.62268 -2.09788
Br -10.17292 -10.16669 0.51810
H -9.90416 -9.28035 -1.78288
C 0.26096 -2.27112 -9.82705
Br -0.30967 -1.84830 -11.62493
Br 1.37156 -3.85602 -9.77989
Br 1.11673 -0.75803 -8.97116
H -0.63277 -2.49391 -9.25368
```

**HOMO level**: -11.3 eV
**Net charge**: +1
**Kohn-Sham gap**: 8.02 eV
**F_max**: 3.39 eV/Å

***

Which of these has the lowest F_max? C36H47AsCaN6P

***

The lowest F_max belongs to which entry? C36H47AsCaN6P

***

Which of these has the highest F_max? C36H47Br49ClN2O2